[1]
{"formula": "C20H28N2O2", "method": "wB97M-V/def2-TZVPD", "smiles": "Cc1ccc(C(=O)C2CCN(CC(=O)NC3CCCC3)CC2)cc1", "relative_energy_kcal_mol": 24.5, "fmax_ev_per_a": 0.560, "symbols": ["O", "O", "N", "N", "C", "C", "C", "C", "C", "C", "C", "C", "C", "C", "C", "C", "C", "C", "C", "C", "C", "C", "C", "C", "H", "H", "H", "H", "H", "H", "H", "H", "H", "H", "H", "H", "H", "H", "H", "H", "H", "H", "H", "H", "H", "H", "H", "H", "H", "H", "H", "H"], "positions_angstrom": [[0.18, 0.04, 1.49], [2.66, 0.64, -2.75], [1.95, -0.12, -0.75], [-0.13, 1.74, -0.80], [0.19, 2.77, 1.38], [2.88, -2.27, 0.03], [-5.08, -2.79, -0.97], [3.84, -0.25, 0.86], [3.16, -0.82, -0.39], [-3.99, -1.91, -0.42], [-1.69, -1.22, -0.36], [-2.06, 2.64, 0.36], [-1.98, -0.26, 0.61], [-0.88, 0.56, 1.17], [-1.47, 2.26, -1.00], [-4.27, -0.99, 0.58], [-3.28, -0.17, 1.09], [0.67, 2.72, -0.08], [1.82, 0.59, -1.88], [-2.69, -2.02, -0.88], [4.77, -1.37, 1.32], [0.47, 1.30, -2.04], [4.13, -2.68, 0.83], [-1.16, 2.04, 1.44], [0.08, 3.80, 1.72], [4.82, -3.23, 0.19], [1.72, 2.42, -0.12], [0.90, 2.26, 2.04], [-6.01, -2.24, -1.06], [-4.80, -3.20, -1.94], [3.83, -0.78, -1.25], [-1.47, 3.13, -1.68], [2.00, -2.28, 0.67], [0.59, 3.71, -0.55], [-3.09, 2.29, 0.44], [4.37, 0.68, 0.65], [-2.07, 1.48, -1.47], [-0.67, -1.32, -0.71], [5.76, -1.24, 0.86], [1.25, -0.06, -0.02], [3.86, -3.33, 1.66], [-1.60, 2.13, 2.43], [-0.21, 0.58, -2.52], [0.63, 2.13, -2.75], [-5.28, -0.91, 0.96], [-5.25, -3.63, -0.29], [-3.52, 0.52, 1.88], [-2.07, 3.73, 0.49], [2.70, -2.92, -0.82], [-2.45, -2.74, -1.64], [3.07, -0.06, 1.61], [4.90, -1.36, 2.40]]}

***

[2]
{"formula": "C84H208N16O16", "method": "wB97M-V/def2-TZVPD", "relative_energy_kcal_mol": 0.0, "fmax_ev_per_a": 3.336, "symbols": ["O", "O", "O", "O", "O", "O", "O", "O", "O", "O", "O", "O", "O", "O", "O", "O", "N", "N", "N", "N", "N", "N", "N", "N", "N", "N", "N", "N", "N", "N", "N", "N", "C", "C", "C", "C", "C", "C", "C", "C", "C", "C", "C", "C", "C", "C", "C", "C", "C", "C", "C", "C", "C", "C", "C", "C", "C", "C", "C", "C", "C", "C", "C", "C", "C", "C", "C", "C", "C", "C", "C", "C", "C", "C", "C", "C", "C", "C", "C", "C", "C", "C", "C", "C", "C", "C", "C", "C", "C", "C", "C", "C", "C", "C", "C", "C", "C", "C", "C", "C", "C", "C", "C", "C", "C", "C", "C", "C", "C", "C", "C", "C", "C", "C", "C", "C", "H", "H", "H", "H", "H", "H", "H", "H", "H", "H", "H", "H", "H", "H", "H", "H", "H", "H", "H", "H", "H", "H", "H", "H", "H", "H", "H", "H", "H", "H", "H", "H", "H", "H", "H", "H", "H", "H", "H", "H", "H", "H", "H", "H", "H", "H", "H", "H", "H", "H", "H", "H", "H", "H", "H", "H", "H", "H", "H", "H", "H", "H", "H", "H", "H", "H", "H", "H", "H", "H", "H", "H", "H", "H", "H", "H", "H", "H", "H", "H", "H", "H", "H", "H", "H", "H", "H", "H", "H", "H", "H", "H", "H", "H", "H", "H", "H", "H", "H", "H", "H", "H", "H", "H", "H", "H", "H", "H", "H", "H", "H", "H", "H", "H", "H", "H", "H", "H", "H", "H", "H", "H", "H", "H", "H", "H", "H", "H", "H", "H", "H", "H", "H", "H", "H", "H", "H", "H", "H", "H", "H", "H", "H", "H", "H", "H", "H", "H", "H", "H", "H", "H", "H", "H", "H", "H", "H", "H", "H", "H", "H", "H", "H", "H", "H", "H", "H", "H", "H", "H", "H", "H", "H", "H", "H", "H", "H", "H", "H", "H", "H", "H", "H", "H", "H", "H", "H", "H", "H", "H", "H", "H", "H", "H", "H", "H", "H", "H", "H", "H", "H", "H", "H", "H", "H", "H", "H", "H"], "positions_angstrom": [[25.37, 16.82, 25.87], [14.54, 20.36, 17.84], [17.62, 13.97, 23.79], [18.38, 20.62, 22.17], [12.73, 14.97, 21.58], [18.30, 17.86, 21.74], [18.93, 19.53, 12.45], [20.53, 10.75, 22.49], [22.75, 20.29, 23.17], [24.92, 18.06, 19.21], [18.41, 12.15, 15.80], [21.68, 15.07, 15.38], [20.00, 21.38, 17.17], [13.72, 16.44, 15.58], [25.25, 14.48, 17.46], [19.36, 16.52, 26.90], [23.32, 16.59, 16.92], [17.69, 18.93, 12.83], [26.64, 15.90, 20.01], [18.13, 16.90, 20.72], [24.49, 13.28, 17.21], [15.45, 13.69, 14.61], [23.73, 11.80, 24.05], [17.24, 21.55, 21.89], [11.42, 18.41, 21.67], [16.42, 16.22, 23.09], [10.55, 14.50, 15.57], [25.28, 20.17, 23.13], [20.88, 17.78, 23.88], [25.73, 15.20, 23.17], [15.32, 23.13, 15.46], [18.92, 23.78, 16.17], [21.89, 11.29, 22.50], [20.99, 20.67, 17.79], [17.26, 22.12, 24.37], [19.19, 11.00, 15.78], [22.30, 11.33, 23.96], [18.18, 18.76, 18.98], [14.54, 22.38, 16.43], [16.64, 19.87, 10.81], [21.60, 20.90, 22.61], [17.49, 17.53, 19.51], [24.08, 10.47, 17.52], [19.01, 23.47, 22.08], [16.67, 23.71, 21.12], [19.31, 15.37, 19.11], [19.32, 18.83, 25.59], [24.71, 17.34, 15.05], [20.31, 21.79, 15.85], [24.05, 19.07, 19.65], [20.43, 17.79, 25.29], [18.94, 15.31, 27.47], [14.57, 20.82, 19.21], [21.27, 13.89, 14.65], [18.51, 18.84, 15.09], [25.73, 12.94, 15.09], [15.88, 20.27, 23.42], [13.45, 17.61, 16.30], [20.19, 10.18, 21.23], [16.10, 13.54, 16.92], [17.16, 12.12, 15.17], [16.12, 15.65, 24.39], [26.68, 11.99, 17.29], [15.84, 23.98, 22.37], [19.44, 16.27, 20.41], [12.56, 16.35, 21.21], [11.84, 14.98, 16.10], [24.50, 11.09, 16.18], [25.09, 16.50, 23.32], [13.35, 14.23, 20.56], [18.94, 16.77, 13.70], [27.12, 17.08, 19.38], [16.54, 17.32, 14.26], [11.56, 17.02, 22.13], [23.87, 12.81, 18.49], [23.40, 21.12, 24.15], [20.57, 17.27, 20.15], [13.26, 21.88, 15.77], [17.77, 17.67, 10.57], [26.23, 18.26, 19.68], [10.17, 16.32, 22.08], [16.56, 13.49, 15.52], [25.59, 21.07, 25.48], [17.95, 17.95, 13.94], [22.86, 15.54, 14.80], [12.50, 15.78, 15.00], [17.80, 12.70, 23.29], [18.44, 22.43, 19.94], [15.78, 16.80, 13.04], [23.13, 11.44, 18.23], [19.82, 15.36, 21.61], [21.49, 12.36, 24.69], [18.65, 15.97, 17.91], [27.40, 16.97, 17.92], [17.30, 16.55, 18.38], [24.74, 20.35, 24.45], [12.68, 13.79, 16.57], [24.91, 12.59, 19.67], [22.80, 13.81, 18.95], [24.68, 16.90, 27.06], [23.29, 16.82, 15.50], [19.92, 16.45, 25.61], [19.72, 23.16, 13.91], [24.52, 16.69, 24.79], [17.01, 18.56, 11.50], [24.05, 16.75, 22.27], [14.66, 15.85, 24.93], [25.38, 12.36, 16.46], [16.14, 17.98, 20.04], [16.35, 14.15, 24.35], [16.44, 21.66, 23.19], [15.28, 22.65, 22.92], [15.29, 21.16, 16.98], [15.69, 17.90, 11.99], [17.84, 22.75, 21.30], [19.21, 22.65, 15.30], [9.43, 16.80, 22.72], [17.32, 12.03, 14.05], [18.84, 12.65, 22.95], [14.80, 22.77, 23.90], [12.30, 16.54, 20.10], [21.57, 16.85, 20.37], [18.78, 17.93, 10.34], [23.78, 17.56, 27.03], [17.69, 17.53, 22.43], [12.32, 18.90, 21.82], [22.51, 10.46, 21.99], [18.64, 23.33, 19.37], [26.40, 11.43, 18.16], [25.93, 17.21, 23.16], [18.84, 23.62, 17.15], [10.72, 18.82, 22.32], [14.94, 14.53, 14.84], [12.55, 21.44, 16.51], [21.25, 17.96, 25.98], [16.46, 11.32, 15.51], [23.27, 14.77, 19.22], [22.35, 11.69, 17.55], [18.35, 21.97, 15.17], [15.63, 22.57, 14.69], [17.00, 12.46, 22.61], [21.43, 12.17, 25.75], [15.78, 14.56, 17.20], [19.42, 21.96, 20.12], [24.24, 15.92, 27.30], [22.53, 17.57, 15.27], [22.65, 21.37, 24.95], [11.84, 16.92, 23.21], [19.02, 14.73, 21.91], [11.71, 15.67, 16.91], [25.99, 15.17, 22.21], [16.76, 16.50, 14.97], [15.56, 16.68, 22.75], [22.13, 14.01, 18.12], [17.56, 19.27, 18.26], [27.26, 12.88, 17.64], [25.18, 10.47, 15.57], [15.64, 18.47, 19.19], [15.92, 23.37, 20.38], [12.84, 13.11, 15.73], [15.57, 20.84, 19.64], [24.52, 16.53, 21.31], [12.39, 17.80, 16.36], [25.03, 18.18, 15.63], [22.46, 16.21, 17.34], [27.32, 11.38, 16.62], [16.75, 15.57, 22.45], [13.55, 13.22, 20.97], [20.11, 18.11, 23.33], [26.19, 18.58, 20.75], [16.35, 15.95, 12.70], [19.61, 9.32, 21.50], [18.50, 18.84, 24.91], [10.13, 13.93, 16.27], [15.31, 12.81, 17.00], [16.68, 19.57, 23.68], [12.79, 15.21, 14.14], [20.41, 18.19, 20.67], [19.31, 16.75, 17.50], [14.23, 23.03, 17.32], [24.78, 13.27, 14.59], [23.77, 17.36, 17.41], [22.29, 13.37, 19.82], [24.93, 10.12, 18.13], [19.71, 14.63, 27.71], [14.13, 21.80, 19.28], [14.81, 16.42, 13.30], [15.49, 17.16, 20.36], [26.10, 12.15, 14.43], [19.40, 10.63, 14.79], [19.52, 24.16, 21.37], [16.80, 17.07, 17.56], [23.20, 16.07, 22.40], [12.65, 14.11, 19.75], [20.66, 15.65, 25.65], [25.73, 15.68, 19.63], [17.51, 20.37, 10.43], [25.12, 14.44, 23.42], [20.37, 20.89, 15.19], [20.50, 12.42, 24.24], [14.67, 15.67, 25.98], [24.12, 11.40, 24.88], [12.80, 22.72, 15.26], [20.61, 20.41, 18.75], [18.19, 14.76, 26.89], [16.88, 13.24, 17.61], [18.44, 15.56, 28.39], [19.02, 23.84, 13.49], [25.11, 11.53, 19.73], [16.74, 16.08, 25.22], [14.26, 14.61, 20.21], [12.15, 13.24, 17.40], [15.88, 18.09, 14.74], [24.26, 20.06, 19.22], [15.31, 19.96, 22.56], [24.58, 17.65, 14.01], [17.47, 23.16, 24.38], [21.35, 20.47, 21.64], [18.50, 15.18, 17.16], [18.40, 18.33, 16.05], [25.32, 17.12, 27.87], [21.90, 21.31, 17.71], [20.30, 15.03, 18.93], [17.98, 19.74, 21.95], [16.59, 15.79, 18.74], [9.86, 16.27, 21.09], [19.77, 22.64, 22.32], [15.66, 20.53, 16.11], [13.87, 17.58, 17.33], [22.63, 15.79, 13.78], [25.45, 16.53, 15.10], [23.63, 11.37, 15.52], [20.16, 15.88, 22.49], [21.87, 21.95, 22.29], [27.19, 15.15, 19.53], [16.23, 21.57, 17.42], [23.60, 9.52, 17.26], [24.49, 12.99, 20.55], [14.34, 16.91, 24.90], [19.36, 18.85, 11.93], [21.34, 19.68, 17.26], [15.17, 17.53, 11.09], [23.69, 17.79, 22.38], [18.67, 10.29, 16.43], [16.49, 24.37, 23.22], [17.73, 21.78, 19.37], [20.59, 17.52, 19.08], [9.87, 15.26, 15.49], [19.67, 19.87, 25.64], [25.84, 13.15, 19.53], [16.21, 23.31, 15.97], [20.68, 23.65, 14.05], [19.59, 19.06, 14.94], [18.65, 23.92, 23.02], [13.95, 20.13, 19.79], [28.05, 17.39, 19.87], [17.17, 17.74, 9.64], [10.21, 15.32, 22.53], [26.42, 20.41, 25.70], [26.44, 17.02, 17.40], [22.06, 13.18, 14.58], [23.63, 22.16, 23.71], [26.58, 19.15, 19.14], [18.17, 21.57, 24.47], [17.87, 16.66, 10.96], [18.02, 19.85, 15.06], [14.95, 24.57, 22.16], [19.61, 10.87, 20.52], [13.90, 15.25, 24.32], [21.68, 18.36, 23.77], [16.00, 19.75, 9.89], [20.75, 20.95, 23.33], [19.07, 18.44, 18.45], [17.69, 11.98, 24.11], [24.64, 15.20, 17.28], [20.97, 14.14, 13.60], [27.95, 17.86, 17.57], [19.83, 17.14, 13.12], [16.23, 18.73, 20.86], [13.89, 18.45, 15.74], [23.88, 15.82, 24.77], [24.52, 19.42, 25.02], [19.16, 16.13, 24.84], [26.08, 22.03, 25.15], [16.07, 20.57, 11.47], [26.44, 13.75, 15.08], [21.12, 9.88, 20.71], [20.37, 13.46, 15.13], [23.68, 14.80, 14.89], [21.28, 22.28, 15.94], [15.07, 18.70, 12.49], [11.78, 16.53, 14.71], [21.83, 13.39, 24.57], [22.20, 10.36, 24.48], [17.40, 14.24, 15.30], [24.18, 11.25, 23.29], [19.24, 16.40, 14.69], [25.76, 19.28, 23.15], [15.61, 13.81, 23.68], [17.15, 24.61, 20.72], [16.16, 13.78, 25.36], [20.70, 14.82, 21.28], [15.68, 13.61, 13.62], [18.78, 14.42, 19.37], [20.18, 11.27, 16.18], [14.51, 22.27, 22.18], [18.80, 18.62, 26.58], [19.53, 24.57, 16.09], [24.02, 19.12, 20.76], [23.07, 18.83, 19.24], [15.18, 20.27, 24.29], [18.50, 19.45, 19.77], [24.45, 20.08, 22.55], [19.89, 22.34, 13.18], [18.54, 15.89, 13.14], [21.88, 12.23, 21.95], [23.90, 17.57, 24.69], [22.69, 11.08, 19.16], [13.65, 14.06, 16.89], [27.93, 16.09, 17.64], [16.61, 21.98, 25.25], [13.52, 16.84, 21.38], [13.50, 21.14, 15.01], [25.04, 21.17, 26.43]]}

***

[3]
{"formula": "C27H33AlN5O2", "method": "wB97M-V/def2-TZVPD", "charge": -1, "fmax_ev_per_a": 1.011, "symbols": ["Al", "O", "O", "N", "N", "N", "N", "N", "C", "C", "C", "C", "C", "C", "C", "C", "C", "C", "C", "C", "C", "C", "C", "C", "C", "C", "C", "C", "C", "C", "C", "C", "C", "C", "C", "H", "H", "H", "H", "H", "H", "H", "H", "H", "H", "H", "H", "H", "H", "H", "H", "H", "H", "H", "H", "H", "H", "H", "H", "H", "H", "H", "H", "H", "H", "H", "H", "H"], "positions_angstrom": [[6.09, 0.54, -0.38], [6.43, -1.30, -0.62], [5.69, -3.13, -1.61], [-4.34, 0.07, 0.34], [0.96, 4.66, 4.21], [-1.86, 2.00, -1.06], [-9.66, -1.01, -2.54], [8.35, -4.83, 0.93], [3.34, -1.83, 0.11], [2.02, -1.41, 0.21], [0.39, 2.57, 3.75], [1.44, -0.72, -0.85], [-10.84, -0.33, -2.43], [4.05, -1.56, -1.06], [0.16, 3.37, 2.60], [-0.61, 2.47, -1.37], [-10.57, 0.87, -1.82], [9.23, -5.82, 0.56], [-9.17, 0.90, -1.55], [-1.79, 4.10, -0.36], [-0.54, 3.77, -0.94], [-6.40, -0.49, 0.95], [0.52, 4.65, 2.92], [9.09, -4.27, -1.07], [-4.23, -1.06, 1.11], [8.26, -3.89, -0.05], [5.48, -2.04, -1.13], [-5.66, 0.42, 0.24], [-8.64, -0.28, -2.00], [9.70, -5.50, -0.69], [0.89, 3.39, 4.73], [2.14, -0.46, -2.02], [3.45, -0.90, -2.12], [-5.49, -1.43, 1.50], [-2.59, 2.99, -0.44], [7.39, 1.27, 0.22], [-3.26, -1.50, 1.31], [9.44, -6.65, 1.21], [5.75, 1.15, -1.84], [-11.29, 1.63, -1.59], [10.41, -6.08, -1.26], [-0.23, 3.04, 1.65], [-5.73, -2.28, 2.11], [0.42, -0.38, -0.77], [-7.63, -0.65, -1.99], [7.85, -4.81, 1.80], [-8.63, 1.70, -1.07], [-5.96, 1.29, -0.33], [1.70, 0.07, -2.85], [-2.19, 1.08, -1.27], [1.48, -1.61, 1.12], [3.82, -2.34, 0.93], [-7.47, -0.48, 1.06], [1.19, 3.18, 5.74], [9.23, -3.74, -2.00], [4.06, -0.72, -3.00], [0.32, 4.41, -1.04], [-3.60, 2.82, -0.11], [-2.07, 5.04, 0.08], [-9.55, -1.92, -2.95], [1.29, 5.46, 4.71], [0.22, 1.51, 3.84], [-11.76, -0.75, -2.80], [7.61, -3.02, 0.06], [0.11, 1.84, -1.86], [0.50, 5.56, 2.34], [-3.58, 0.56, -0.08], [4.84, 0.82, 0.60]]}

***

[4]
{"formula": "C5H8", "method": "wB97M-V/def2-TZVPD", "relative_energy_kcal_mol": 67.2, "fmax_ev_per_a": 2.474, "symbols": ["C", "C", "C", "C", "C", "H", "H", "H", "H", "H", "H", "H", "H"], "positions_angstrom": [[-0.87, -0.48, 0.98], [-1.58, -0.10, -0.07], [-0.55, 0.38, -1.04], [0.37, 0.48, 0.19], [1.58, -0.32, 0.29], [1.34, -1.35, -0.01], [2.26, 0.17, -0.41], [0.58, 1.56, 0.41], [-1.38, -1.06, 1.80], [-2.63, 0.08, -0.14], [1.92, -0.27, 1.33], [-0.23, -0.39, -1.75], [-0.82, 1.29, -1.58]]}

***

Frontier orbital gap
In order: 9.616, 8.754, 7.357, 9.866
Unit: eV